Here is a structure of composition C39H38BeN3O3S from OMol25. Energies are from ωB97M-V/def2-TZVPD.

```
! wB97M-V def2-TZVPD RIJCOSX def2/J DEFGRID3
* xyz -1 1
Be -0.76512 -0.32270 -0.53796
C 4.15595 -2.87842 -0.39302
C 4.92520 -1.59738 -0.06187
C 5.72648 -1.84431 1.22302
C 5.89782 -1.30957 -1.21386
C 3.99576 -0.39399 0.12086
C 4.51270 0.81719 0.58366
C 3.69446 1.93918 0.71815
C 2.35504 1.85109 0.40169
S 1.10939 3.09206 0.54320
C -0.11031 1.98959 -0.25957
N 0.46865 0.65530 -0.29239
C 1.81063 0.64347 -0.05797
C 2.64411 -0.46614 -0.20599
C -2.09521 2.19512 -1.10766
C -3.34146 2.80823 -1.56352
C -4.52968 2.32874 -1.16873
C -4.61295 1.11601 -0.37325
C -3.51890 0.36737 -0.13191
C -2.15314 0.73394 -0.50509
H 4.85833 -3.71125 -0.47882
H 3.62011 -2.79606 -1.34028
H 3.43143 -3.12363 0.38688
H 6.32486 -2.75429 1.12316
H 5.05932 -1.96267 2.07900
H 6.40782 -1.02093 1.44099
H 6.58630 -2.14818 -1.35551
H 6.48506 -0.41195 -1.01290
H 5.34992 -1.15127 -2.14468
H 5.56287 0.90490 0.83345
H 4.11137 2.87332 1.07677
H 2.20438 -1.37560 -0.58967
H -3.27812 3.63544 -2.26231
H -5.44597 2.80018 -1.50595
H -5.59037 0.75039 -0.07966
H -3.65194 -0.60789 0.32897
C 0.16295 6.50418 -2.83042
C 0.64832 5.44059 -3.57643
C 0.35764 4.13472 -3.20180
C -0.41702 3.86663 -2.07878
C -0.89664 4.94561 -1.33447
C -0.61192 6.25032 -1.70456
C -0.69673 2.45717 -1.66876
C -1.56408 1.96880 0.27464
C -1.99873 2.34535 1.62998
C -3.04267 3.23735 1.84907
C -3.42535 3.57595 3.14290
C -2.76351 3.03079 4.23191
C -1.71686 2.13750 4.01961
C -1.33980 1.79580 2.73247
H 0.38600 7.52309 -3.12179
H 1.25770 5.62551 -4.45266
H 0.74081 3.30480 -3.78426
H -1.49665 4.75541 -0.45016
H -0.99297 7.07257 -1.11127
H -0.39674 1.75625 -2.45364
H -3.55678 3.66691 0.99864
H -4.24230 4.27118 3.29629
H -3.05901 3.29581 5.23982
H -1.19509 1.70298 4.86350
H -0.53235 1.09234 2.56688
C -3.35973 -3.89401 -1.27344
C -2.95722 -4.37591 0.11465
C -1.47417 -4.16954 0.51589
C -1.23536 -4.80363 1.88580
C 0.18105 -4.59808 2.40892
C -0.62007 -4.87104 -0.52123
O -0.45563 -6.07446 -0.53770
N -0.04810 -4.06486 -1.46639
C -0.13582 -2.66787 -1.54039
O 0.31316 -2.10582 -2.51997
N -0.71554 -2.00518 -0.49653
C -1.24706 -2.66246 0.58121
O -1.60244 -2.04641 1.56943
H -4.42745 -4.06100 -1.42113
H -2.83004 -4.43408 -2.06062
H -3.17467 -2.82653 -1.40768
H -3.15832 -5.44587 0.21283
H -3.54918 -3.86161 0.87515
H -1.44226 -5.87045 1.78645
H -1.96088 -4.37776 2.57893
H 0.91738 -5.01771 1.71948
H 0.31115 -5.10039 3.36836
H 0.39923 -3.53867 2.55161
H 0.45891 -4.50956 -2.21757
*
```

Properties
Strongest force on any atom (eV/A): 0.4
HOMO energy (eV): -4.10
Kohn-Sham gap (eV): 6.753

=====

Here is a structure of composition C39H38BrN8O4PPdS2 from OMol25. Energies are from ωB97M-V/def2-TZVPD.

```
! wB97M-V def2-TZVPD RIJCOSX def2/J DEFGRID3
* xyz -2 1
Pd 1.00941 0.87808 0.89931
O -1.59371 1.71253 4.57997
C -0.76131 0.83358 4.26104
O 0.46256 0.94017 4.07931
C -1.35805 -0.57182 4.10292
C -2.05667 -1.04611 5.21789
C -2.63887 -2.29756 5.23882
C -2.58222 -3.08803 4.09653
C -1.93183 -2.60884 2.97520
C -1.28434 -1.36724 2.95490
P -0.52541 -0.81757 1.33288
C 0.20120 -2.42522 0.75642
C 1.58385 -2.54389 0.87898
C 2.24435 -3.70265 0.49529
C 1.52710 -4.77203 -0.01849
C 0.15130 -4.66021 -0.17310
C -0.50143 -3.49233 0.19465
C -2.06739 -0.78851 0.32721
C -1.95662 -0.88472 -1.06166
C -3.06873 -0.75119 -1.87728
C -4.31674 -0.49761 -1.31977
C -4.43518 -0.37419 0.05685
C -3.32119 -0.52035 0.87328
H -2.13008 -0.38498 6.07187
H -3.14319 -2.65394 6.13043
H -3.05869 -4.06150 4.06919
H -1.94590 -3.21822 2.08214
H 2.14066 -1.68509 1.23120
H 3.32452 -3.74283 0.55638
H 2.03955 -5.67287 -0.33509
H -0.41491 -5.47901 -0.60290
H -1.56887 -3.41045 0.02407
H -0.98019 -1.03276 -1.50652
H -2.95364 -0.82733 -2.95219
H -5.18659 -0.38209 -1.95590
H -5.39778 -0.15520 0.50323
H -3.42789 -0.40546 1.94512
Br 3.41895 4.38913 -0.00489
C 3.59856 2.58148 0.66223
C 4.66401 1.85295 0.20765
C 4.80843 0.56322 0.73974
C 3.92683 0.13074 1.69300
C 2.85892 0.96050 2.10372
N 2.70019 2.20934 1.56122
H 5.34384 2.25113 -0.53020
H 5.60214 -0.08090 0.38953
H 4.03176 -0.85565 2.12660
H 2.31129 0.76882 3.02061
N 0.55041 -5.10949 -5.58699
C 1.26299 -4.15300 -4.83557
C 0.70154 -3.59634 -3.69102
C 1.41166 -2.67986 -2.93304
C 2.68314 -2.29456 -3.32553
C 3.25546 -2.85350 -4.45787
C 2.55464 -3.78591 -5.20543
S 3.61871 -1.10104 -2.37823
O 4.40241 -0.38162 -3.36884
O 4.36472 -1.86006 -1.39964
N 2.54727 -0.21651 -1.64244
C 1.64241 0.46119 -2.36122
S 1.72700 0.70545 -4.12779
C 0.16644 1.44397 -4.08266
C -0.26903 1.49665 -2.80524
N 0.55211 0.98166 -1.83998
H -0.44799 -5.04458 -5.45997
H 0.78860 -5.10456 -6.56695
H -0.29924 -3.88339 -3.38863
H 0.97632 -2.24969 -2.03811
H 4.24349 -2.53108 -4.75878
H 3.00259 -4.22393 -6.09137
H -0.32106 1.80392 -4.97302
H -1.22311 1.91073 -2.50334
C -0.39031 4.08877 -0.23664
N -1.38458 5.17249 -0.10737
C -2.70452 4.55467 0.03887
N -2.78940 3.65192 1.18186
C -1.76227 2.61082 1.01154
N -0.41523 3.17588 0.90136
C -0.13479 3.94011 2.12382
N -1.12150 5.02104 2.31516
C -1.08724 5.88480 1.14106
C -2.44733 4.40288 2.39909
H 0.60010 4.53784 -0.30705
H -0.58695 3.53058 -1.15250
H -2.92912 3.99018 -0.87132
H -3.45260 5.34686 0.15408
H -1.98066 2.03256 0.10953
H -1.79363 1.95377 1.88183
H 0.86203 4.37611 2.03622
H -0.15036 3.26237 2.97796
H -0.08956 6.32424 1.05724
H -1.81979 6.68995 1.26712
H -3.19823 5.18676 2.55014
H -2.45751 3.71765 3.24833
*
```

Properties
Energy above the lowest of the compared OMol25 structures with the same formula, charge and spin (kcal/mol): 8.0
Strongest force on any atom (eV/A): 0.6
HOMO energy (eV): -1.46
Kohn-Sham gap (eV): 5.497

=====

Here is a structure of composition C39H38FeIN6O4PSSe from OMol25. Energies are from ωB97M-V/def2-TZVPD.

```
! wB97M-V def2-TZVPD RIJCOSX def2/J DEFGRID3
* xyz 0 1
Fe -1.12075 0.19022 -0.84161
I -1.72534 2.14394 -2.50957
C -2.34044 1.08633 -4.21244
C -3.43219 1.66297 -4.80509
C -3.97621 1.15022 -5.99360
C -3.38358 0.07439 -6.57568
C -2.25069 -0.53925 -5.99109
C -1.65415 -1.62049 -6.68263
C -0.54613 -2.23046 -6.18993
C -0.02702 -1.81110 -4.95297
C -0.57448 -0.78935 -4.21592
P 0.20350 -0.49760 -2.55810
C 1.05077 -2.09685 -2.24027
C 0.26203 -3.14313 -1.76353
C 0.81875 -4.38726 -1.51473
C 2.17775 -4.59663 -1.70866
C 2.97340 -3.55886 -2.16846
C 2.41124 -2.31835 -2.44264
C 1.56946 0.64503 -3.01917
C 1.54966 1.29955 -4.25135
C 2.52924 2.22467 -4.58577
C 3.54963 2.50927 -3.69290
C 3.57577 1.87233 -2.46014
C 2.59073 0.95835 -2.12036
C -1.70441 -0.07509 -4.75356
H -3.88830 2.53227 -4.35147
H -4.84456 1.62088 -6.43429
H -3.76136 -0.33362 -7.50500
H -2.09879 -1.93739 -7.61814
H -0.07277 -3.04546 -6.72123
H 0.83239 -2.34030 -4.56711
H -0.78986 -2.97122 -1.58033
H 0.19058 -5.19218 -1.15347
H 2.61475 -5.56503 -1.49985
H 4.03378 -3.71266 -2.32336
H 3.04061 -1.52642 -2.82529
H 0.76882 1.08724 -4.96920
H 2.49148 2.71940 -5.54795
H 4.31755 3.22692 -3.95206
H 4.36212 2.09364 -1.74957
H 2.60530 0.50239 -1.14045
C -2.74739 -0.82619 -1.37924
H -3.51640 -0.68138 -0.61832
H -2.53863 -1.90196 -1.41677
H -3.19422 -0.56669 -2.34818
O -0.50071 -1.21817 0.42440
C 0.62929 -0.76330 0.72425
O 1.00883 0.37913 0.34752
C 1.57610 -1.63675 1.49040
C 1.28168 -2.98329 1.66182
C 2.15666 -3.81568 2.34574
C 3.32653 -3.30439 2.87853
C 3.58946 -1.95402 2.71162
C 2.74222 -1.10493 2.02500
N 4.81542 -1.40296 3.31027
O 4.98552 -0.20082 3.25315
O 5.59593 -2.17984 3.82606
H 0.35747 -3.36230 1.24897
H 1.92530 -4.86550 2.46672
H 4.02667 -3.92251 3.42004
H 2.96895 -0.05501 1.91702
C 3.30598 1.44969 5.85282
N 1.96403 1.63759 6.36121
C 1.61453 1.82595 7.68362
C 0.27491 1.95419 7.72508
N -0.18312 1.83866 6.42655
C -1.56739 1.93541 6.00919
C 0.85924 1.65090 5.57989
Se 0.79686 1.44345 3.75295
H 3.99231 1.41219 6.69505
H 3.57238 2.26863 5.18694
H 3.35806 0.52595 5.28513
H 2.34642 1.84530 8.47039
H -0.39143 2.10783 8.55425
H -2.20335 1.52353 6.79013
H -1.68812 1.36855 5.08869
H -1.83979 2.97406 5.81936
C -6.14866 2.71494 1.95556
C -5.20842 1.66305 2.54505
C -3.83351 1.74567 1.96681
N -3.38703 0.94749 1.07190
N -2.11791 1.24367 0.64892
C -1.60863 2.28541 1.26515
N -0.39812 2.83212 0.99319
S -2.69309 2.98149 2.41814
H -7.15036 2.61143 2.37246
H -6.21275 2.60155 0.87343
H -5.79615 3.72521 2.16924
H -5.57655 0.65965 2.33195
H -5.15702 1.77116 3.63100
H 0.26545 2.15044 0.61639
H -0.00574 3.36009 1.75951
*
```

Properties
Energy above the lowest of the compared OMol25 structures with the same formula, charge and spin (kcal/mol): 1.9
Strongest force on any atom (eV/A): 0.4
HOMO energy (eV): -7.47
Kohn-Sham gap (eV): 7.437

=====

Question: Look up the Kohn-Sham gap of the third one.
Answer: 7.437 eV

=====

Question: Which value of Kohn-Sham gap does entry 2 give?
Answer: 5.497 eV

=====

Question: The highest strongest force on any atom belongs to which entry?
Answer: C39H38BrN8O4PPdS2

=====

Question: Among the records above, which one has the highest Kohn-Sham gap?
Answer: C39H38FeIN6O4PSSe